(1)
Entry from the Open Molecules 2025 dataset: a 4-piece molecular cluster, C29H38ClIN2O13 overall (ωB97M-V/def2-TZVPD).

Computed properties:
**Multiplicity**: 1
**Total charge**: 0
**Frontier orbital gap**: 0.2876 Eh
**Structure (SMILES)**: CCCCOc1c(N)c2c(c(COCC)c1NCCC)C(=O)C(I)=C(Cl)C2=O.O=C1OCCO1.O=C1OCCO1.O=C1OCCO1
**E_HOMO**: -8.840 eV
**Lowest unoccupied orbital energy**: -1.0 eV
**Largest force on an atom**: 1.4 eV/Å

Cartesian coordinates (Å):
1 C 2.19833 0.09341 1.57535
2 C 1.54324 -0.94898 0.65147
3 C 0.15100 -1.39021 1.14235
4 C -0.97733 -0.95181 0.22786
5 O -1.47552 0.34220 0.63327
6 C -2.78685 0.54724 0.32657
7 C -3.70944 0.54069 1.38599
8 N -3.22206 0.30787 2.71632
9 C -5.06790 0.75607 1.10871
10 C -5.49507 0.97746 -0.22008
11 C -4.56080 0.98483 -1.26653
12 C -4.93430 1.14456 -2.72721
13 O -4.66741 -0.05664 -3.45628
14 C -5.48158 -1.16240 -3.09282
15 C -4.72451 -2.24328 -2.32659
16 C -3.19067 0.78630 -0.99385
17 N -2.20645 0.80859 -2.01373
18 C -1.67803 2.12645 -2.36776
19 C -0.69769 2.66943 -1.33399
20 C 0.75335 2.21835 -1.54925
21 C -6.94649 1.19507 -0.44206
22 O -7.52766 0.98968 -1.47530
23 C -7.72773 1.69844 0.71987
24 I -9.50507 2.68246 0.23670
25 C -7.33731 1.47596 1.97127
26 Cl -8.22494 1.93783 3.34357
27 C -6.07739 0.71808 2.21051
28 O -5.94105 0.11278 3.22261
29 H 1.93894 1.10296 1.26562
30 H 3.28084 0.01765 1.55501
31 H 1.86348 -0.05489 2.59918
32 H 2.21030 -1.80325 0.58788
33 H 1.47705 -0.54627 -0.35551
34 H 0.12638 -2.47904 1.13363
35 H -0.02863 -1.08228 2.16858
36 H -1.80145 -1.66771 0.25517
37 H -0.61883 -0.91366 -0.79505
38 H -2.58824 -0.47955 2.66408
39 H -2.66387 1.10698 2.99400
40 H -4.29653 1.88376 -3.19475
41 H -5.95533 1.46317 -2.87186
42 H -6.35581 -0.86137 -2.52498
43 H -5.85500 -1.59606 -4.01874
44 H -5.42272 -2.74620 -1.66087
45 H -4.28167 -2.98819 -2.97866
46 H -3.94700 -1.82579 -1.69256
47 H -2.52065 0.28642 -2.81891
48 H -2.47858 2.86510 -2.48732
49 H -1.19910 2.05890 -3.34022
50 H -1.05792 2.41616 -0.34337
51 H -0.73619 3.75398 -1.41088
52 H 1.20550 1.97028 -0.59391
53 H 0.84293 1.38291 -2.23502
54 H 1.34139 3.04325 -1.94098
55 C 6.63626 -0.54163 0.68414
56 C 7.40520 -1.84285 0.62165
57 O 6.35765 -2.81530 0.73106
58 C 5.20611 -2.24057 0.31931
59 O 4.18802 -2.82997 0.12821
60 O 5.36012 -0.91377 0.14613
61 H 7.08076 0.25084 0.08829
62 H 6.49010 -0.18673 1.70485
63 H 7.91877 -1.98303 -0.33138
64 H 8.11797 -1.96104 1.43322
65 C 5.03336 -2.60708 -3.54172
66 C 3.93892 -2.21282 -4.50999
67 O 3.50375 -0.96027 -3.97810
68 C 4.51320 -0.43106 -3.24502
69 O 4.52366 0.67137 -2.81026
70 O 5.51280 -1.33785 -3.08101
71 H 5.83610 -3.17026 -4.01127
72 H 4.65169 -3.16812 -2.68627
73 H 4.31318 -2.05613 -5.52367
74 H 3.11464 -2.92038 -4.53904
75 C 3.37547 0.30334 5.95328
76 C 3.17982 1.79623 5.78127
77 O 4.34791 2.17117 5.04362
78 C 4.80237 1.08060 4.38658
79 O 5.64856 1.09666 3.55313
80 O 4.15574 -0.03267 4.80195
81 H 2.44476 -0.25741 5.95683
82 H 3.94763 0.05704 6.84931
83 H 2.29746 2.03645 5.18599
84 H 3.13606 2.33750 6.72236

***

(2)
Entry from the Open Molecules 2025 dataset: C18H34N3OPPbSi as an isolated structure (ωB97M-V/def2-TZVPD).

Computed properties:
**Multiplicity**: 1
**Total charge**: 0
**Frontier orbital gap (alpha / beta)**: 0.2189 / 0.2146 Eh
**E_HOMO (alpha / beta)**: -7.063 / -6.421 eV
**Lowest unoccupied orbital energy (alpha / beta)**: -1.1 / -0.6 eV
**Largest force on an atom**: 3.3 eV/Å

Cartesian coordinates (Å):
1 Pb -0.05027 0.17162 0.44395
2 Si -2.65252 -1.00166 0.52507
3 P 0.07676 -2.77133 -0.19926
4 N 0.65108 0.38080 -1.75080
5 H 0.57077 0.67530 2.08565
6 C 1.82405 -3.28872 -0.31757
7 H 1.89818 -4.38621 -0.30878
8 H 2.38545 -2.86163 0.52195
9 H 2.24463 -2.89320 -1.25165
10 C -0.50985 -3.94905 1.08356
11 H -0.23042 -4.96976 0.78698
12 H -1.59823 -3.87277 1.19674
13 H -0.03481 -3.70034 2.04339
14 C -0.56910 -3.51305 -1.74809
15 H -0.28307 -4.57335 -1.80522
16 H -0.13658 -2.96485 -2.59648
17 H -1.65994 -3.41204 -1.78331
18 C -3.25370 -0.97261 2.32553
19 H -2.68607 -0.24515 2.92758
20 H -3.15846 -1.97060 2.77902
21 H -4.31582 -0.68084 2.33129
22 H -3.56036 -0.05282 -0.19814
23 H -2.95251 -2.37915 0.01258
24 C 0.14008 0.39047 -2.94994
25 C 0.53924 0.84405 -5.35887
26 C 1.01334 0.73837 -4.06616
27 C -1.24148 0.08233 -3.30921
28 C -1.68503 0.19304 -4.61321
29 C -0.81345 0.58065 -5.64495
30 H 1.21918 1.13252 -6.16231
31 H 2.06233 0.92941 -3.82529
32 H -1.91723 -0.21812 -2.50013
33 H -2.73008 -0.02183 -4.84889
34 H -1.18487 0.67245 -6.66694
35 C 1.61592 -0.18053 2.58715
36 O 1.96048 -0.76713 1.43551
37 C 2.71095 0.69171 3.16548
38 H 2.48273 1.02086 4.18232
39 H 2.90266 1.56601 2.53883
40 H 3.62859 0.08990 3.19321
41 C 0.85954 -1.01511 3.61392
42 H 1.34671 -1.99476 3.71868
43 H -0.19410 -1.18034 3.34760
44 H 0.87688 -0.51587 4.59178
45 C -2.91180 5.27608 1.48458
46 C -1.81541 4.47298 0.91367
47 C -0.73395 4.82920 0.10643
48 C -0.00298 3.64789 -0.13449
49 N -0.59359 2.62180 0.51537
50 N -1.68911 3.15316 1.13293
51 C 1.22225 3.50587 -0.94690
52 H -2.53360 5.95068 2.26488
53 H -3.36934 5.89537 0.70337
54 H -3.68991 4.64013 1.92486
55 H -0.50423 5.81135 -0.26808
56 H -2.31821 2.55564 1.66681
57 H 1.20493 4.25786 -1.74826
58 H 2.12170 3.69287 -0.33843
59 H 1.30322 2.50261 -1.40012

***

(3)
Entry from the Open Molecules 2025 dataset: a 2-piece molecular cluster, C11H15N overall (ωB97M-V/def2-TZVPD).

Computed properties:
**Multiplicity**: 1
**Total charge**: 0
**Frontier orbital gap**: 0.3230 Eh
**Structure (SMILES)**: Cc1c[nH]c2ccccc12.CC
**E_HOMO**: -7.855 eV
**Lowest unoccupied orbital energy**: 0.9 eV
**Largest force on an atom**: 1.9 eV/Å

Cartesian coordinates (Å):
1 C -2.26314 0.30146 -0.68854
2 C 1.37751 0.95384 -1.33906
3 C 0.32460 0.02777 -1.25514
4 C -0.83534 0.73611 -0.72697
5 C -0.40713 2.00754 -0.52867
6 C 2.64303 0.61775 -1.81533
7 C 2.88946 -0.74417 -2.01859
8 C 0.56064 -1.29091 -1.63281
9 C 1.88723 -1.67910 -1.82885
10 N 0.92363 2.18043 -0.86954
11 H 1.54311 2.71863 -0.28864
12 H 3.30125 1.41128 -2.14115
13 H -0.87087 2.80199 0.03978
14 H 3.92995 -0.91753 -2.22737
15 H -0.18614 -2.07334 -1.64888
16 H -2.66479 0.66855 0.25309
17 H -2.43057 -0.76270 -0.80874
18 H 2.03509 -2.74783 -1.89520
19 H -2.86787 0.88951 -1.38088
20 C -1.25154 -1.22557 2.40720
21 C -0.97364 -0.00758 3.29019
22 H -1.32156 -0.89209 1.37366
23 H -0.52826 -2.03548 2.48056
24 H -2.20793 -1.66381 2.63568
25 H -0.90847 -0.29463 4.34489
26 H 0.04350 0.27342 3.07907
27 H -1.74175 0.74644 3.19025

***

(4)
Entry from the Open Molecules 2025 dataset: one molecule with the formula C18H17ClN4O4S (ωB97M-V/def2-TZVPD).

Computed properties:
**Multiplicity**: 1
**Total charge**: 0
**Frontier orbital gap**: 0.3228 Eh
**Structure (SMILES)**: O=C(Nc1ccc2cn[nH]c2c1)c1ccc(Cl)c(S(=O)(=O)N2CCOCC2)c1
**E_HOMO**: -8.764 eV
**Lowest unoccupied orbital energy**: 0.0 eV
**Largest force on an atom**: 1.0 eV/Å

Cartesian coordinates (Å):
1 O 1.91407 2.48352 -1.39379
2 C 1.90418 1.78049 -0.40484
3 N 2.94109 1.79325 0.47514
4 C 3.19896 0.95743 1.57104
5 C 3.83905 1.49920 2.67157
6 C 4.09399 0.65002 3.74237
7 N 4.68335 0.85650 4.94594
8 N 4.71144 -0.26225 5.68472
9 C 4.14904 -1.21002 4.98264
10 C 3.72086 -0.71798 3.72152
11 C 3.10052 -1.24472 2.58692
12 C 2.85465 -0.40932 1.52670
13 H 2.40672 -0.80120 0.62757
14 H 2.83568 -2.28911 2.54014
15 H 4.06022 -2.20179 5.37746
16 H 5.07303 1.70814 5.31460
17 H 4.12519 2.53985 2.69533
18 H 3.63133 2.51095 0.28718
19 C 0.72710 0.92332 -0.06514
20 C 0.14217 0.15935 -1.06705
21 C -0.99466 -0.58413 -0.81381
22 C -1.57698 -0.55229 0.44421
23 C -1.00729 0.22422 1.44991
24 C 0.13358 0.95940 1.19504
25 H 0.55938 1.56959 1.97706
26 H -1.47125 0.24613 2.42271
27 Cl -2.99157 -1.45979 0.78313
28 S -1.69284 -1.46493 -2.23094
29 O -2.46026 -2.58990 -1.80010
30 O -0.62580 -1.67355 -3.15914
31 N -2.73531 -0.37209 -2.91629
32 C -3.95079 -0.07038 -2.19623
33 H -4.35159 -1.00911 -1.81558
34 C -4.92913 0.58849 -3.17229
35 O -4.36235 1.74015 -3.75149
36 C -3.18178 1.42880 -4.45447
37 H -2.81105 2.37001 -4.86243
38 C -2.14017 0.79453 -3.52840
39 H -1.26910 0.46183 -4.09116
40 H -1.83199 1.52709 -2.76643
41 H -3.40712 0.73123 -5.27384
42 H -5.82967 0.91819 -2.65218
43 H -5.19639 -0.13431 -3.95638
44 H -3.75394 0.61935 -1.36051
45 H 0.57923 0.11585 -2.05240